1.
{"formula": "C27H32N3O6", "method": "ωB97M-V with the def2-TZVPD basis set", "elements": ["C", "N", "C", "O", "N", "C", "C", "O", "C", "C", "C", "C", "C", "C", "N", "C", "C", "C", "C", "C", "C", "C", "C", "C", "O", "H", "H", "H", "H", "H", "H", "H", "H", "H", "H", "H", "H", "H", "H", "H", "H", "H", "H", "H", "H", "H", "C", "C", "O", "C", "C", "C", "O", "C", "C", "C", "O", "H", "H", "H", "H", "H", "H", "H", "H", "H", "H", "H"], "positions_angstrom": [[3.44258, -0.68744, -2.14200], [3.37035, 0.34815, -1.11656], [4.57501, 0.78059, -0.53016], [5.65643, 0.21900, -0.71712], [4.47982, 1.93511, 0.24308], [5.74997, 2.54633, 0.60644], [3.26019, 2.56440, 0.60599], [3.25919, 3.70725, 1.06412], [2.03897, 1.75926, 0.36967], [0.80305, 2.16517, 0.80068], [-0.58167, 1.81613, 0.48649], [-1.28128, 0.62817, 0.81939], [-2.67285, 0.54620, 0.80025], [-3.44028, 1.61046, 0.23642], [-4.80560, 1.54348, 0.15014], [-5.57803, 0.45213, 0.73265], [-4.78765, -0.83707, 0.79588], [-3.40907, -0.59787, 1.42385], [-5.63597, 2.67647, -0.24477], [-4.90679, 3.64066, -1.15312], [-3.52455, 3.98061, -0.58062], [-2.74618, 2.78631, -0.14892], [-1.37024, 2.86314, -0.03792], [2.11262, 0.74261, -0.66543], [1.08656, 0.26937, -1.18216], [2.70776, -0.41058, -2.91196], [4.45168, -0.70459, -2.55317], [3.20676, -1.67531, -1.70902], [5.57394, 3.56784, 0.95750], [6.24339, 1.95212, 1.39352], [6.40768, 2.54631, -0.27345], [0.89682, 3.06308, 1.42280], [-0.68732, -0.24074, 1.10020], [-5.93551, 0.73828, 1.74378], [-6.47698, 0.31415, 0.11441], [-5.34783, -1.55951, 1.39795], [-4.66726, -1.25267, -0.21159], [-2.80438, -1.51582, 1.38773], [-3.56917, -0.36649, 2.49833], [-6.52243, 2.27524, -0.75481], [-5.99929, 3.19806, 0.66315], [-4.80161, 3.20028, -2.15292], [-5.49795, 4.55554, -1.24569], [-2.95569, 4.54978, -1.32601], [-3.66441, 4.64475, 0.29290], [-0.88668, 3.77214, -0.39429], [5.22943, -2.85238, 0.48877], [4.00574, -3.46945, 1.09174], [2.83988, -2.92810, 0.41271], [1.72720, -2.70356, 1.19435], [0.54331, -2.56789, 0.34473], [-0.68131, -3.34893, 0.68207], [-1.21277, -3.43636, 1.77604], [-1.19871, -3.90832, -0.66789], [-0.63596, -2.96567, -1.72810], [0.68504, -2.46094, -1.12362], [1.75105, -2.60653, 2.41383], [6.09705, -3.17523, 1.06312], [5.36985, -3.12643, -0.56014], [5.19692, -1.75860, 0.53989], [4.00269, -4.56399, 0.97457], [3.89526, -3.18390, 2.13578], [-0.75808, -4.91352, -0.81603], [-2.28766, -4.00627, -0.72090], [-0.42115, -3.48113, -2.66573], [-1.31997, -2.12832, -1.92972], [0.90324, -1.41257, -1.45220], [1.50284, -3.11238, -1.50890]], "total_charge": -1, "orbital_gap_ha": 0.173, "e_tot_ev": -45275.5786, "lumo_energy_ev": 1.829}

=====

2.
{"formula": "C27H33BBrClINNbO8", "method": "ωB97M-V with the def2-TZVPD basis set", "elements": ["C", "C", "Nb", "Br", "I", "C", "C", "C", "N", "C", "C", "C", "Cl", "C", "B", "O", "O", "H", "H", "H", "H", "H", "H", "H", "H", "H", "H", "H", "H", "H", "H", "H", "H", "H", "H", "H", "H", "H", "C", "C", "C", "O", "C", "C", "C", "O", "H", "H", "H", "H", "C", "C", "C", "O", "C", "C", "C", "O", "H", "H", "H", "H", "C", "C", "C", "O", "C", "C", "C", "O", "H", "H", "H", "H"], "positions_angstrom": [[2.04206, -1.24599, 2.79729], [2.03747, -2.14212, 1.80223], [2.97113, -1.67825, -0.12927], [2.77716, -4.25729, -0.60126], [3.22195, 1.11046, 0.42431], [5.03041, -1.84037, 0.80913], [6.15868, -0.96551, 0.21437], [6.80798, -0.03105, 1.25224], [7.35815, 1.20224, 0.65246], [3.92593, -1.48825, -2.16230], [3.30274, -2.27841, -3.33525], [4.14274, -3.48791, -3.71970], [3.13263, -4.84861, -4.31782], [0.92391, -1.19105, -1.03877], [-0.06415, -0.43621, -0.11615], [-0.92711, -1.08922, 0.77524], [-0.21418, 0.92554, -0.07764], [1.12778, -0.70912, 3.04792], [2.94784, -1.02442, 3.35423], [1.49750, -3.08364, 1.85698], [5.32135, -2.88863, 0.82688], [4.91033, -1.52745, 1.84946], [6.95408, -1.63612, -0.11666], [5.83594, -0.32831, -0.60399], [6.05647, 0.28458, 1.96942], [7.65435, -0.52068, 1.72800], [7.79484, 0.97292, -0.23278], [6.58698, 1.81732, 0.42201], [4.97058, -1.80266, -2.09808], [3.95641, -0.43308, -2.43334], [3.32589, -1.60791, -4.19637], [2.26198, -2.55187, -3.19761], [4.66102, -3.86453, -2.84524], [4.88725, -3.24219, -4.46782], [1.09000, -0.58280, -1.93352], [0.45085, -2.12362, -1.35902], [-1.23609, -1.89941, 0.37074], [0.41981, 1.34035, -0.66703], [-0.38913, 0.77153, -6.23942], [-1.10448, 0.50950, -7.32932], [-1.08595, -0.83566, -7.95881], [-1.73862, -1.06975, -8.95491], [-0.24140, -1.87814, -7.32600], [0.47565, -1.61967, -6.23558], [0.45772, -0.27281, -5.60621], [1.10954, -0.04335, -4.61476], [-0.38646, 1.74377, -5.76308], [-1.72894, 1.25317, -7.80798], [-0.24488, -2.85076, -7.80127], [1.09970, -2.36486, -5.75533], [-3.19789, 0.21525, 3.40728], [-1.88718, 0.44234, 3.37350], [-1.19300, 1.08302, 4.52334], [-0.00131, 1.29204, 4.49248], [-2.01387, 1.45820, 5.70492], [-3.32286, 1.22812, 5.73176], [-4.01387, 0.58771, 4.58393], [-5.21258, 0.38098, 4.61964], [-3.72423, -0.24849, 2.58275], [-1.27634, 0.17540, 2.51751], [-1.48709, 1.92346, 6.52860], [-3.94401, 1.49259, 6.57850], [-8.47145, 5.03416, 4.24158], [-9.00832, 4.93046, 3.02991], [-8.83275, 3.70231, 2.21196], [-9.32397, 3.61297, 1.10715], [-8.03705, 2.59667, 2.79924], [-7.49911, 2.69773, 4.01223], [-7.67510, 3.92518, 4.82870], [-7.18948, 4.02457, 5.93501], [-8.58533, 5.91928, 4.85466], [-9.59252, 5.72444, 2.58227], [-7.92139, 1.71148, 2.18698], [-6.91470, 1.90040, 4.45553]], "total_charge": -1, "orbital_gap_ha": 0.166, "e_tot_ev": -139295.1640, "lumo_energy_ev": -0.153}

=====

3.
{"formula": "C27H33BiN7S4", "method": "ωB97M-V with the def2-TZVPD basis set", "elements": ["Bi", "C", "C", "S", "C", "C", "S", "C", "C", "S", "C", "C", "S", "H", "H", "H", "H", "H", "H", "H", "H", "H", "H", "H", "H", "H", "H", "H", "H", "N", "C", "N", "C", "N", "N", "C", "C", "C", "C", "C", "C", "N", "C", "C", "C", "C", "C", "C", "H", "H", "H", "H", "H", "H", "H", "H", "H", "H", "H", "N", "C", "C", "C", "N", "C", "C", "H", "H", "H", "H", "H", "H"], "positions_angstrom": [[-0.13423, -0.78926, -0.86338], [1.93627, -3.91307, 0.07666], [1.07900, -4.10199, -1.22099], [1.75970, -3.07103, -2.53818], [0.52660, -3.13154, -3.89103], [0.77556, -1.90691, -4.75761], [0.24811, -0.30114, -3.96368], [1.77904, 0.65848, -3.84256], [2.78985, 0.26503, -2.76454], [2.13125, 0.69597, -1.17183], [3.36048, 0.01412, -0.01815], [3.40183, -1.47320, 0.07927], [1.90304, -2.22190, 0.77260], [2.98119, -4.15613, -0.13222], [1.60717, -4.58037, 0.83154], [0.03382, -3.87983, -0.97057], [1.11288, -5.17514, -1.45965], [-0.44035, -3.13045, -3.41128], [0.65703, -4.06060, -4.46125], [0.24666, -1.98861, -5.69430], [1.82267, -1.79209, -5.01988], [1.47313, 1.70017, -3.65007], [2.33764, 0.70845, -4.79927], [3.67272, 0.88882, -2.88686], [3.03285, -0.75065, -2.79848], [3.14594, 0.47194, 0.93313], [4.35004, 0.35740, -0.38728], [4.28276, -1.75088, 0.70681], [3.58373, -1.90193, -0.88855], [-1.70142, 3.18938, -2.64536], [-1.53097, 1.85858, -2.43427], [-0.89339, 1.36142, -1.39185], [-0.46814, 2.26431, -0.40766], [-0.05962, 1.80675, 0.71052], [-0.17163, 0.42720, 0.95255], [-1.21792, 0.30991, 1.92055], [-2.43908, -0.37090, 1.46031], [-3.59950, -0.32795, 2.23755], [-4.75712, -0.86894, 1.76012], [-4.72711, -1.50771, 0.52518], [-3.56933, -1.49676, -0.21582], [-2.45537, -0.89452, 0.23145], [-0.53352, 3.71526, -0.66881], [0.02072, 4.65617, 0.18877], [-0.05537, 6.00132, -0.09896], [-0.71033, 6.43302, -1.25331], [-1.16623, 5.49395, -2.14128], [-1.09654, 4.14777, -1.83632], [-2.25993, 3.53739, -3.42184], [-1.98358, 1.22657, -3.17954], [-1.52269, 1.26939, 2.22632], [-3.55004, 0.17995, 3.17930], [-5.70753, -0.84652, 2.35863], [-5.59683, -1.98413, 0.10106], [-3.49175, -2.04483, -1.14905], [0.52061, 4.35670, 1.12387], [0.34549, 6.72776, 0.60153], [-0.81727, 7.42296, -1.50073], [-1.59370, 5.74971, -3.09640], [1.04257, -1.83096, 6.53119], [0.38195, -1.31578, 5.52034], [0.43048, 0.07144, 5.27075], [-0.14633, 0.55183, 4.14163], [-0.70657, -0.25803, 3.22115], [-0.82891, -1.55946, 3.49912], [-0.33978, -2.10958, 4.63985], [1.65069, -1.23234, 7.08593], [1.01418, -2.81366, 6.73430], [0.92503, 0.79441, 5.91201], [-0.11423, 1.58346, 3.84790], [-1.40056, -2.18975, 2.83272], [-0.57580, -3.16840, 4.81822]], "total_charge": 3, "e_above_lowest_kj_mol": 21.9, "orbital_gap_ha": 0.288, "e_tot_ev": -88122.9982, "lumo_energy_ev": -7.790}